1.
Below is C36H55FeN6O6PSSeTe as an isolated structure, with properties calculated with wB97M-V/def2-TZVPD.

ORCA input file:
```
! RIJCOSX wB97M-V def2-TZVPD def2/J DEFGRID3
* xyz -1 2
Fe -0.22247 1.01262 1.58087
C -1.72675 -5.71527 -1.96144
C -0.96496 -5.50865 -0.64485
C 0.49321 -5.90864 -0.87008
C -1.55230 -6.42930 0.43411
C -1.09368 -4.05346 -0.20118
C -0.00817 -3.20898 -0.02951
C -0.20631 -1.90536 0.39171
Se 1.28113 -0.71937 0.56796
C 1.03844 0.10939 -1.14214
C 1.46612 -0.53826 -2.27965
C 1.20762 0.00105 -3.53499
C 0.52863 1.21252 -3.55762
C 0.09159 1.90481 -2.42632
C 0.34548 1.33229 -1.15892
O -0.00397 1.91566 -0.03077
C -0.63488 3.23891 -2.67305
C 0.31260 4.19007 -3.42327
C -1.88043 2.98105 -3.53719
C -1.10232 3.97112 -1.41323
C 1.65312 -0.74536 -4.79007
C 1.25350 -0.01374 -6.07161
C 3.18007 -0.90125 -4.78276
C 1.00468 -2.13749 -4.81224
C -1.46941 -1.36767 0.65974
O -1.59783 -0.13508 1.09158
C -2.59291 -2.21283 0.48151
C -2.35320 -3.51438 0.06176
C -4.05530 -1.80642 0.73767
C -4.62423 -2.69431 1.85696
C -4.27704 -0.34979 1.16289
C -4.86553 -2.02934 -0.54983
H -1.63926 -6.75302 -2.29565
H -1.32548 -5.06487 -2.74149
H -2.78725 -5.48563 -1.84776
H 0.54189 -6.95482 -1.18079
H 1.08161 -5.80117 0.04289
H 0.95697 -5.30444 -1.65295
H -1.46979 -7.47656 0.12930
H -2.60670 -6.21219 0.61118
H -1.02220 -6.29881 1.37926
H 1.00421 -3.54743 -0.20772
H 1.98737 -1.48412 -2.17695
H 0.31523 1.65960 -4.51920
H 0.63048 3.78242 -4.38393
H 1.20680 4.38167 -2.82666
H -0.18736 5.14465 -3.60999
H -1.62742 2.55530 -4.50923
H -2.41679 3.91841 -3.70922
H -2.55546 2.28877 -3.03023
H -0.26487 4.21638 -0.76360
H -1.80040 3.37978 -0.82442
H -1.59715 4.89870 -1.71915
H 1.71472 0.97441 -6.12988
H 0.17077 0.10773 -6.14203
H 1.58400 -0.59000 -6.93891
H 3.66474 0.07685 -4.76756
H 3.51492 -1.44171 -5.67277
H 3.51734 -1.45365 -3.90484
H -0.08370 -2.05311 -4.81098
H 1.29200 -2.72456 -3.93885
H 1.31008 -2.68816 -5.70662
H -3.21274 -4.16386 -0.06058
H -4.07606 -2.53149 2.78717
H -4.56519 -3.75523 1.60883
H -5.67383 -2.44480 2.03500
H -3.78947 -0.12280 2.10951
H -5.35390 -0.19527 1.28320
H -3.90628 0.35316 0.41831
H -4.85262 -3.07197 -0.87054
H -4.46212 -1.42138 -1.36215
H -5.90745 -1.73985 -0.38903
N 3.20044 0.59080 2.82978
N 4.60110 0.81747 2.73873
C 5.11078 1.67884 1.83682
N 6.46899 1.52326 1.64426
S 4.22606 2.81144 1.01388
H 2.71425 1.46368 2.60364
H 3.00904 0.38517 3.80521
H 5.11622 -0.04201 2.85970
H 7.01155 1.20665 2.43364
H 6.87978 2.28388 1.12922
O -0.16727 0.16145 3.32108
N 0.15882 -1.09532 3.24147
C -0.49881 -1.88607 4.03294
C -1.55299 -1.43995 4.90211
N -2.38718 -1.10327 5.61774
C -0.16532 -3.28004 4.00658
N 0.09810 -4.39940 4.01075
C 1.19277 6.77593 1.84325
C 0.76135 5.33350 1.74144
O 0.57628 4.82874 3.08205
P 0.10416 3.30511 3.20886
O 1.05047 2.42389 2.41775
Te -2.03937 2.75351 2.41486
O 0.21384 3.09614 4.77952
C 1.45762 2.73917 5.40158
C 1.96805 3.89634 6.23211
H 1.39032 7.17078 0.84560
H 2.10430 6.86090 2.43554
H 0.41521 7.38083 2.31037
H 1.51061 4.71809 1.23921
H -0.18367 5.23431 1.20128
H 2.18217 2.45605 4.63729
H 1.24524 1.86393 6.01664
H 2.13276 4.76970 5.60120
H 2.91218 3.62613 6.70970
H 1.24805 4.15886 7.00722
*
```

Results
E	-186605.2460	eV
⟨S²⟩	0.788
ΔE to the lowest compared entry with this formula, charge and spin	0.536	eV

Mulliken population analysis, charges in e, atoms 1 to 99: 0.640 -1.584 2.040 -2.040 -1.637 -0.290 -0.429 -0.286 0.274 0.040 -0.594 -0.554 0.094 -0.666 0.760 0.035 2.493 -1.824 -1.750 -2.255 2.254 -2.221 -1.746 -1.663 0.242 -0.498 0.270 -0.411 2.136 -1.641 -1.837 -1.778 0.480 0.258 0.279 0.468 0.353 0.273 0.473 0.282 0.322 0.601 0.400 0.301 0.287 0.341 0.496 0.323 0.485 0.294 0.310 0.155 0.549 0.398 0.383 0.448 0.373 0.446 0.309 0.354 0.311 0.474 0.290 0.311 0.269 0.468 0.203 0.541 0.243 0.285 0.354 0.475 -0.060 -0.384 0.446 -0.552 -0.430 -0.409 0.299 0.241 0.215 0.243 -0.789 -0.080 1.044 0.051 -0.584 -0.120 -0.619 -1.564 0.332 -0.449 0.865 0.053 -0.200 -0.342 0.290 -1.323 0.399

2.
Below is C36H55N4OP2Pb as an isolated structure at a distorted geometry, with properties calculated with wB97M-V/def2-TZVPD.

ORCA input file:
```
! RIJCOSX wB97M-V def2-TZVPD def2/J DEFGRID3
* xyz 1 1
C -1.44792 1.50150 -2.54233
C -2.91598 0.49141 -1.02763
C -2.51322 1.97678 -3.31581
C -4.01886 0.90671 -1.77673
C -3.80890 1.67308 -2.93209
H -2.30004 2.51592 -4.24890
H -5.02330 0.65198 -1.45609
H -4.65627 2.00054 -3.52933
N -1.67716 0.87314 -1.37302
P 1.15245 0.22006 -2.49066
P -2.01140 0.02465 1.74762
C 0.01409 1.61828 -2.99829
H 0.01074 1.72351 -4.09642
H 0.43591 2.55892 -2.59829
C 2.48913 -1.28038 1.41308
O 3.16923 -1.90545 2.08601
C -3.02594 -0.46864 0.15490
H -4.07886 -0.57078 0.44583
C -2.09567 -1.42766 2.99396
C -2.61340 1.67209 2.43083
C 0.74945 -1.34825 -3.49010
C 2.97247 0.75859 -2.44594
C -0.83620 -2.32477 2.85903
H 0.06505 -1.82630 3.24714
H -1.00780 -3.25205 3.43563
H -0.64442 -2.63260 1.81999
C -2.13014 -0.88966 4.43814
H -1.19524 -0.37275 4.70337
H -2.99162 -0.23512 4.62451
H -2.22310 -1.75989 5.10575
C -3.33276 -2.30437 2.71782
H -3.53817 -2.88602 3.62885
H -4.23105 -1.71980 2.47922
H -3.14160 -3.03005 1.91534
C -1.65011 2.09139 3.57566
H -0.68145 1.58160 3.47347
H -1.45828 3.17377 3.52065
H -2.06565 1.87580 4.57131
C -2.48438 2.71337 1.29166
H -1.50008 2.61406 0.81039
H -3.27147 2.60650 0.53348
H -2.54746 3.73429 1.70454
C -4.07103 1.48297 2.91080
H -4.44302 0.46567 2.72233
H -4.16029 1.69296 3.98628
H -4.72979 2.19716 2.39925
C 3.86105 -0.38889 -1.88641
H 4.79120 0.05062 -1.48631
H 3.36624 -0.91840 -1.05261
H 4.15071 -1.11138 -2.66294
C 3.13904 1.95085 -1.47306
H 2.44851 2.77799 -1.68649
H 3.00280 1.64074 -0.42580
H 4.16783 2.33720 -1.57027
C 3.35707 1.16998 -3.88410
H 4.03557 2.03448 -3.84040
H 3.89909 0.36640 -4.40559
H 2.47920 1.45798 -4.48308
C -0.76721 -1.70292 -3.39917
H -1.18445 -1.82519 -4.41150
H -0.92733 -2.63897 -2.84636
H -1.35649 -0.92557 -2.90416
C 1.58592 -2.53811 -2.95136
H 1.47117 -2.68263 -1.86232
H 1.23755 -3.45966 -3.44471
H 2.65084 -2.42275 -3.19424
C 1.10430 -1.02193 -4.94854
H 0.54193 -0.14589 -5.30758
H 2.18219 -0.86621 -5.07776
H 0.81365 -1.88406 -5.56664
Pb 0.24615 -0.31102 0.01790
N -1.18549 -2.10939 -0.23926
C -2.42819 -1.84648 -0.27713
C -3.30832 -2.98940 -0.71504
C -2.73611 -4.27729 -0.71612
C -4.64106 -2.83067 -1.12851
C -3.50777 -5.40015 -1.05575
H -1.68382 -4.39710 -0.43761
C -5.39828 -3.95188 -1.49549
H -5.06897 -1.82908 -1.16475
C -4.84159 -5.23133 -1.44931
H -3.06164 -6.39241 -1.01279
H -6.43118 -3.80373 -1.81978
H -5.44659 -6.09526 -1.73679
C 2.56028 2.45783 4.38349
C 2.02067 2.69957 3.04268
C 1.87843 3.84384 2.25718
C 1.17011 3.46295 1.11217
N 0.94027 2.12782 1.16562
N 1.47170 1.71828 2.33168
C 0.70346 4.25436 -0.04796
H 3.63333 2.69391 4.44924
H 2.05435 3.08121 5.13792
H 2.43969 1.41489 4.69446
H 2.25274 4.81739 2.50538
H 1.50135 0.72239 2.55020
H 0.07350 3.60580 -0.68789
H 0.08802 5.11456 0.24595
H 1.54745 4.64003 -0.64283
*
```

Results
E	-70051.1197	eV
ΔE to the lowest compared entry with this formula, charge and spin	0.000	eV

How is the electron density shared among the atoms? According to Mulliken, the charges in e are: -0.068 -1.124 -1.097 -0.852 -1.232 0.550 0.609 0.439 1.346 -1.293 -1.222 -0.979 0.797 0.523 0.323 -0.233 0.047 1.822 2.126 2.555 2.184 2.578 -1.437 0.177 0.530 0.086 -1.718 0.279 0.300 0.554 -1.630 0.613 0.143 0.321 -1.354 -0.090 0.463 0.355 -2.110 0.104 0.306 0.737 -1.524 0.293 0.407 0.349 -1.707 0.481 0.165 0.353 -2.204 0.463 0.176 0.665 -1.632 0.409 0.396 0.276 -1.687 0.372 0.405 0.137 -1.715 0.293 0.511 0.314 -1.583 0.376 0.301 0.522 2.042 -0.927 0.633 0.241 -0.223 -0.194 -0.899 0.330 -0.913 0.305 -0.521 0.423 0.420 0.403 -1.577 0.629 -1.297 0.273 0.715 0.304 -1.157 0.377 0.335 0.322 0.547 -0.311 -0.086 0.377 0.390